(1)
Entry from the Open Molecules 2025 dataset: a 2-piece molecular cluster, C3H6ClNO2S overall at a distorted geometry (ωB97M-V with the def2-TZVPD basis set).

Output
ΔE to the lowest compared entry with this formula, charge and spin = 369.3 kJ/mol
Molecular weight = 155.61 g mol⁻¹
Multiplicity = 1
HOMO-LUMO gap (alpha / beta) = 7.8 / 7.8 eV

Structure (XYZ):
```
14
C3H6ClNO2S ωB97M-V with the def2-TZVPD basis set
C -0.70 2.08 -0.48
C -0.93 0.86 -0.04
C 1.83 -0.37 -0.53
N -0.33 -0.27 -0.41
O -0.02 -2.74 0.05
O -2.15 -1.69 0.65
S -0.74 -1.56 0.47
Cl 0.04 -1.08 2.36
H -1.32 2.86 -0.07
H 0.19 2.28 -1.13
H -1.67 0.73 0.91
H 1.84 -0.36 0.56
H 1.81 -1.27 -1.15
H 2.15 0.52 -1.19
```

***

(2)
Entry from the Open Molecules 2025 dataset: an isolated ion of composition C3H6ClNOPS and charge +1 at a distorted geometry (ωB97M-V with the def2-TZVPD basis set).

Output
ΔE to the lowest compared entry with this formula, charge and spin = 0.0 kJ/mol
Molecular weight = 170.58 g mol⁻¹
Multiplicity = 1
HOMO-LUMO gap = 10.1 eV
Charge = +1

Structure (XYZ):
```
14
C3H6ClNOPS ωB97M-V with the def2-TZVPD basis set
C 0.16 -1.13 -0.86
C 0.91 -0.23 0.12
C 1.07 -0.73 1.58
N -1.01 -0.74 -1.21
O 0.09 0.93 0.24
P -1.25 0.89 -0.61
S -1.28 2.06 -2.32
Cl -2.84 0.86 0.63
H 0.45 -2.19 -1.18
H 2.00 -0.16 -0.34
H 0.16 -0.81 2.06
H 1.76 -0.22 2.18
H 1.55 -1.71 1.56
H -1.77 3.19 -1.85
```

***

(3)
Entry from the Open Molecules 2025 dataset: C3H6ClNS as an isolated structure at a distorted geometry (ωB97M-V with the def2-TZVPD basis set).

Output
ΔE to the lowest compared entry with this formula, charge and spin = 272.3 kJ/mol
Molecular weight = 123.61 g mol⁻¹
Multiplicity = 1
HOMO-LUMO gap = 8.2 eV

Structure (XYZ):
```
12
C3H6ClNS ωB97M-V with the def2-TZVPD basis set
C -2.24 -0.17 0.34
C 1.73 0.49 -0.28
C -0.34 -0.51 0.34
N 0.28 0.40 -0.39
S -3.00 1.21 -0.04
Cl -0.06 -2.24 -0.10
H -2.60 -1.06 0.77
H 2.00 0.78 0.68
H 2.36 -0.27 -0.57
H 2.07 1.34 -0.88
H -0.24 -0.46 1.48
H 0.04 0.48 -1.34
```

***

(4)
Entry from the Open Molecules 2025 dataset: C3H6CsO4 as an isolated structure at a distorted geometry (ωB97M-V with the def2-TZVPD basis set).

Output
ΔE to the lowest compared entry with this formula, charge and spin = 0.0 kJ/mol
Molecular weight = 238.98 g mol⁻¹
Multiplicity = 1
HOMO-LUMO gap = 3.6 eV
Charge = -1

Structure (XYZ):
```
14
C3H6CsO4 ωB97M-V with the def2-TZVPD basis set
Cs -1.47 1.65 2.52
C 1.74 0.34 2.64
O 1.19 -0.65 3.27
O 1.12 0.80 1.52
O 2.79 0.93 3.03
C -0.86 -0.83 -2.28
C -0.52 0.13 -1.19
O -0.52 -0.56 0.03
H -0.83 -0.34 -3.26
H -1.83 -1.30 -2.14
H -0.11 -1.63 -2.30
H -1.23 0.97 -1.17
H 0.48 0.55 -1.37
H 0.06 -0.05 0.70
```

***

What did the fourth record say?
Entry from the Open Molecules 2025 dataset: C3H6CsO4 as an isolated structure at a distorted geometry (ωB97M-V with the def2-TZVPD basis set).

Output
ΔE to the lowest compared entry with this formula, charge and spin = 0.0 kJ/mol
Molecular weight = 238.98 g mol⁻¹
Multiplicity = 1
HOMO-LUMO gap = 3.6 eV
Charge = -1

Structure (XYZ):
```
14
C3H6CsO4 ωB97M-V with the def2-TZVPD basis set
Cs -1.47 1.65 2.52
C 1.74 0.34 2.64
O 1.19 -0.65 3.27
O 1.12 0.80 1.52
O 2.79 0.93 3.03
C -0.86 -0.83 -2.28
C -0.52 0.13 -1.19
O -0.52 -0.56 0.03
H -0.83 -0.34 -3.26
H -1.83 -1.30 -2.14
H -0.11 -1.63 -2.30
H -1.23 0.97 -1.17
H 0.48 0.55 -1.37
H 0.06 -0.05 0.70
```

***

Q: Look up the molecular weight of the third one.
A: 123.61 g mol⁻¹

***

Q: What is the molecular weight in the first record?
A: 155.61 g mol⁻¹

***

Please write out number 4 again, unchanged.
Entry from the Open Molecules 2025 dataset: C3H6CsO4 as an isolated structure at a distorted geometry (ωB97M-V with the def2-TZVPD basis set).

Output
ΔE to the lowest compared entry with this formula, charge and spin = 0.0 kJ/mol
Molecular weight = 238.98 g mol⁻¹
Multiplicity = 1
HOMO-LUMO gap = 3.6 eV
Charge = -1

Structure (XYZ):
```
14
C3H6CsO4 ωB97M-V with the def2-TZVPD basis set
Cs -1.47 1.65 2.52
C 1.74 0.34 2.64
O 1.19 -0.65 3.27
O 1.12 0.80 1.52
O 2.79 0.93 3.03
C -0.86 -0.83 -2.28
C -0.52 0.13 -1.19
O -0.52 -0.56 0.03
H -0.83 -0.34 -3.26
H -1.83 -1.30 -2.14
H -0.11 -1.63 -2.30
H -1.23 0.97 -1.17
H 0.48 0.55 -1.37
H 0.06 -0.05 0.70
```